Formula: C50H130N10O15
Source: the OMol25 dataset
Level of theory: wB97M-V/def2-TZVPD

Computed properties:
M = 1111.64 g/mol
LUMO energy = 0.44 eV
orbital gap = 0.325 Ha
SMILES = COC[C@H](C)N.COC[C@H](C)N.COC[C@H](C)N.COC[C@H](C)N.COC[C@H](C)N.COCCNCCOC.COCCNCCOC.COCCNCCOC.COCCNCCOC.COCCNCCOC
maximum force = 2.79 eV/A

The geometry in XYZ format:
```
205
C50H130N10O15 | the OMol25 dataset | wB97M-V/def2-TZVPD
C 0.305 1.858 -1.113
O -0.143 0.642 -1.674
C -1.314 0.188 -0.994
C -1.033 -0.231 0.480
C -0.443 -1.587 0.588
N -2.213 -0.279 1.231
H 1.121 2.282 -1.698
H 0.749 1.765 -0.122
H -0.428 2.663 -1.050
H -2.000 1.035 -0.982
H -1.716 -0.619 -1.607
H -0.447 0.553 0.960
H 0.538 -1.754 0.141
H -1.151 -2.372 0.326
H -0.235 -1.788 1.639
H -2.845 -1.027 0.984
H -2.749 0.558 1.051
C 5.670 1.783 -0.698
O 5.448 2.270 0.602
C 6.617 2.560 1.363
C 6.111 3.020 2.754
C 5.307 2.019 3.571
N 5.352 4.258 2.705
H 5.745 2.571 -1.448
H 4.829 1.134 -0.941
H 6.597 1.217 -0.795
H 7.236 1.668 1.450
H 7.138 3.372 0.855
H 6.986 3.301 3.342
H 5.840 1.076 3.691
H 4.337 1.842 3.106
H 5.174 2.473 4.553
H 5.895 4.901 2.147
H 4.585 3.981 2.110
C 2.512 -9.225 7.315
O 2.302 -9.047 5.902
C 3.440 -8.739 5.126
C 4.281 -7.583 5.674
C 3.567 -6.210 5.523
N 5.497 -7.523 4.906
H 3.372 -9.866 7.510
H 1.622 -9.733 7.687
H 2.625 -8.310 7.897
H 4.050 -9.637 5.029
H 3.162 -8.547 4.089
H 4.527 -7.777 6.718
H 4.072 -5.389 6.033
H 2.624 -6.331 6.055
H 3.284 -5.914 4.513
H 6.244 -7.031 5.375
H 5.906 -8.441 4.802
C -1.498 -7.765 -5.176
O -1.608 -8.805 -4.216
C -0.799 -8.631 -3.026
C -1.574 -7.792 -1.949
C -0.906 -7.781 -0.525
N -2.864 -8.365 -1.800
H -0.451 -7.487 -5.295
H -2.073 -6.897 -4.854
H -1.782 -8.001 -6.202
H -0.697 -9.649 -2.650
H 0.219 -8.313 -3.252
H -1.886 -6.786 -2.226
H -1.608 -7.356 0.192
H 0.077 -7.313 -0.583
H -0.617 -8.751 -0.122
H -2.791 -9.302 -1.432
H -3.077 -8.543 -2.771
C -8.688 -3.400 -4.320
O -7.485 -2.770 -3.801
C -6.528 -3.494 -3.060
C -6.992 -3.788 -1.605
C -7.555 -2.544 -0.911
N -5.857 -4.250 -0.837
H -9.179 -2.705 -5.001
H -9.385 -3.582 -3.502
H -8.510 -4.341 -4.839
H -6.350 -4.445 -3.562
H -5.607 -2.927 -3.195
H -7.783 -4.537 -1.586
H -8.286 -2.052 -1.553
H -6.799 -1.776 -0.748
H -8.026 -2.648 0.066
H -6.319 -4.674 -0.045
H -5.529 -5.035 -1.381
C -7.436 -6.719 10.901
O -6.322 -7.064 10.125
C -6.599 -7.702 8.852
C -5.399 -7.544 7.952
N -5.238 -6.181 7.545
C -4.095 -5.955 6.664
C -3.731 -4.510 6.308
O -3.086 -3.855 7.423
C -2.577 -2.584 7.063
H -8.157 -7.535 10.956
H -8.068 -5.994 10.388
H -7.220 -6.462 11.938
H -7.453 -7.268 8.334
H -6.710 -8.773 9.021
H -5.522 -8.188 7.082
H -4.576 -7.873 8.587
H -5.214 -5.641 8.398
H -4.252 -6.475 5.719
H -3.319 -6.403 7.284
H -4.611 -3.952 5.989
H -3.039 -4.546 5.467
H -1.769 -2.599 6.332
H -2.235 -1.970 7.897
H -3.341 -1.983 6.572
C -4.072 8.672 -2.913
O -3.136 9.117 -3.907
C -2.323 10.283 -3.665
C -3.165 11.557 -3.373
N -3.477 11.526 -1.940
C -4.326 12.649 -1.539
C -4.713 12.449 -0.072
O -5.188 11.178 0.290
C -6.504 10.733 -0.100
H -4.744 9.419 -2.489
H -3.544 8.261 -2.053
H -4.668 7.840 -3.289
H -1.713 10.460 -4.551
H -1.587 10.082 -2.886
H -4.011 11.530 -4.060
H -2.504 12.411 -3.524
H -4.070 10.719 -1.811
H -5.176 12.609 -2.219
H -3.848 13.628 -1.574
H -5.440 13.198 0.241
H -3.907 12.684 0.624
H -7.339 11.324 0.276
H -6.604 9.748 0.355
H -6.581 10.802 -1.185
C 11.128 6.134 -0.079
O 10.131 7.135 -0.281
C 9.799 7.756 1.003
C 8.555 8.726 0.812
N 7.501 7.922 0.131
C 6.377 8.671 -0.410
C 5.707 7.921 -1.516
O 6.633 7.453 -2.527
C 6.048 7.008 -3.700
H 11.524 5.667 -0.981
H 10.706 5.374 0.579
H 12.008 6.463 0.474
H 10.722 8.278 1.255
H 9.565 6.964 1.714
H 8.850 9.538 0.147
H 8.281 9.146 1.779
H 7.904 7.382 -0.621
H 6.797 9.604 -0.786
H 5.642 8.886 0.366
H 4.980 8.585 -1.984
H 5.055 7.137 -1.131
H 5.364 7.734 -4.140
H 5.351 6.196 -3.490
H 6.721 6.546 -4.422
C -4.858 4.861 1.180
O -5.547 3.574 0.927
C -6.713 3.441 1.876
C -7.761 4.591 1.705
N -8.164 4.810 0.309
C -8.996 3.726 -0.220
C -9.400 3.908 -1.707
O -8.223 4.105 -2.463
C -7.327 3.032 -2.632
H -4.600 4.977 2.232
H -5.362 5.769 0.847
H -3.874 4.774 0.719
H -6.328 3.517 2.893
H -7.129 2.444 1.733
H -7.237 5.470 2.079
H -8.601 4.470 2.389
H -7.474 5.042 -0.391
H -9.935 3.716 0.334
H -8.541 2.745 -0.086
H -10.046 4.785 -1.728
H -9.981 3.113 -2.174
H -6.668 2.960 -1.767
H -6.692 3.134 -3.511
H -8.004 2.187 -2.764
C 4.870 -4.365 -5.021
O 5.640 -5.141 -5.941
C 6.955 -4.587 -6.028
C 7.851 -5.637 -6.706
N 9.258 -5.220 -6.703
C 9.479 -4.011 -7.534
C 10.832 -4.153 -8.204
O 10.957 -5.534 -8.679
C 12.277 -5.890 -9.094
H 3.829 -4.686 -4.991
H 4.842 -3.322 -5.334
H 5.149 -4.413 -3.968
H 7.464 -4.461 -5.073
H 7.002 -3.658 -6.596
H 7.469 -5.941 -7.680
H 7.642 -6.611 -6.264
H 9.797 -5.890 -7.234
H 9.309 -3.109 -6.947
H 8.710 -4.044 -8.307
H 11.532 -3.835 -7.431
H 10.924 -3.409 -8.995
H 13.037 -5.666 -8.347
H 12.523 -5.442 -10.057
H 12.238 -6.976 -9.185
```